74
Properties=species:S:1:pos:R:3:forces:R:3 method="wB97M-V/def2-TZVPD" lumo_ha="-0.206 / -0.321" total_charge=+2 e_tot_ha=-3797.4529 multiplicity=6 orbital_gap_ev="7.10 / 4.66"
Sb -0.64430 0.45218 2.75850 0.739 0.038 -0.266
Pd -0.18331 -0.65727 -0.22430 -0.062 -0.247 -0.326
S -2.95944 -2.15458 2.35889 0.021 0.299 -0.019
S -5.31974 1.27717 -0.78539 -0.113 -0.012 0.014
S -3.53170 2.92724 1.92740 0.097 -0.150 -0.046
F -2.45715 0.71868 3.48055 -0.398 -0.034 -0.019
F 0.39701 1.05541 1.07041 -0.113 0.121 0.274
F -0.80968 -0.82591 4.14436 -0.041 -0.022 0.254
F -0.62684 2.31785 3.01822 -0.153 0.252 0.097
F -0.13399 -1.26233 1.86186 -0.364 -0.165 0.086
F 1.15545 0.51465 3.34927 0.281 0.058 0.198
O 1.76573 2.69479 -1.28927 0.246 -0.426 0.160
O 0.70860 0.73831 -1.74919 0.167 -0.183 -0.013
O -1.53726 -2.25870 -0.83794 0.051 -0.105 0.067
O -1.88907 0.44323 1.06959 -0.711 -0.068 -0.246
O 2.83758 -2.99693 -0.24023 -0.313 -0.088 -0.004
N 4.35373 5.14260 2.70094 -0.079 0.000 -0.063
N 0.62023 -2.66079 -0.64150 -0.019 0.058 0.046
N 1.50146 -4.82042 -0.47679 -0.024 -0.034 0.021
N 3.47342 6.28311 0.90275 -0.026 -0.083 0.052
N 2.98828 4.05535 1.18461 -0.175 -0.231 -0.104
N 2.58057 -0.34838 0.29570 0.281 0.101 0.159
C 4.16404 1.50009 -0.15285 -0.339 -0.025 0.086
C -3.69497 0.77419 -0.47095 0.045 -0.036 0.079
C -4.61970 -1.87871 0.34423 0.138 0.225 -0.016
C 3.59747 5.14651 1.59978 0.128 0.154 -0.041
C -4.03630 1.24646 1.85498 0.136 -0.093 0.106
C -4.96475 1.59853 -2.42471 -0.093 0.060 -0.048
C -3.68918 -1.14980 1.12256 -0.013 0.059 -0.038
C -5.22902 1.03133 2.55925 0.116 -0.104 -0.083
C -5.68157 2.17764 3.16118 0.015 0.210 0.034
C 3.03317 2.74251 1.83533 0.002 -0.037 -0.093
C -3.86686 -3.45686 1.85639 -0.265 -0.193 -0.246
C -4.84061 3.29079 2.88268 -0.198 0.007 0.145
C 1.56995 1.50865 -1.33884 -0.259 0.644 -0.042
C 1.70856 -3.44234 -0.43781 0.171 -0.225 -0.146
C 0.26335 -5.33497 -0.69175 0.144 0.012 -0.006
C -3.27611 0.31295 0.93299 0.283 0.015 -0.140
C -0.83260 -4.55679 -0.85119 -0.005 0.024 -0.027
C 4.19706 1.88769 1.33360 -0.029 -0.060 -0.098
C -2.92914 0.87455 -1.59194 -0.108 0.085 -0.033
C -0.61720 -3.15104 -0.78548 -0.205 0.096 -0.129
C -3.66387 1.34406 -2.71621 0.095 -0.040 -0.004
C 3.07671 0.52059 -0.61015 0.166 -0.056 0.301
C -4.72874 -3.17521 0.74768 0.112 -0.304 0.294
C 2.67159 -5.68057 -0.25740 -0.106 0.053 -0.055
H -1.88074 0.64559 -1.64391 0.176 -0.025 0.018
H 3.11291 -5.46062 0.71026 0.001 0.011 0.034
H 2.88295 6.32478 0.09113 -0.003 0.006 -0.020
H -5.71613 0.06727 2.62884 0.057 0.053 -0.001
H -5.73858 1.96926 -3.08170 0.054 -0.036 0.062
H 4.14082 2.38743 -0.77891 -0.031 0.073 -0.102
H 4.75619 5.99095 3.05728 0.002 0.024 0.002
H 2.06956 2.27640 1.64554 -0.013 -0.023 -0.017
H 5.10014 0.98304 -0.38103 0.018 0.036 0.026
H 3.07684 2.87608 2.91719 0.007 -0.022 -0.011
H -4.99011 4.30015 3.24477 -0.004 -0.068 -0.015
H 2.34777 -6.71654 -0.29112 0.002 -0.006 -0.003
H -3.23365 1.47986 -3.69860 -0.014 -0.004 0.050
H -5.15989 -1.44536 -0.48459 0.056 0.015 0.029
H -3.77519 -4.41045 2.36368 -0.023 0.065 -0.047
H 2.49103 4.07595 0.30278 0.002 0.024 -0.032
H 4.45998 4.31016 3.25117 0.012 -0.029 0.009
H -5.37786 -3.91723 0.30184 0.060 0.031 0.053
H 4.26284 0.99257 1.95760 -0.031 0.022 0.003
H 3.93611 7.12655 1.18784 0.039 0.037 0.005
H 3.41583 -5.49947 -1.02803 0.001 0.014 -0.023
H 0.20954 -6.41484 -0.73036 0.011 0.010 0.019
H -6.56637 2.25110 3.77881 0.053 0.017 -0.037
H 2.45478 -0.07164 1.25924 0.042 0.061 0.069
H 5.12814 2.43627 1.50073 0.032 -0.055 -0.006
H 3.30754 0.01800 -1.54696 0.017 0.079 -0.078
H -1.80853 -4.97508 -1.04262 0.035 0.026 0.017
H 2.50902 -1.35767 0.09113 0.217 0.108 -0.127

---

60
Properties=species:S:1:pos:R:3:forces:R:3 method="wB97M-V/def2-TZVPD" lumo_ha=0.000 total_charge=0 e_tot_ha=-2416.8712 multiplicity=1 orbital_gap_ev=7.60
Sc 0.14906 -0.16102 0.10757 0.131 -0.026 -0.164
Si -0.25686 -0.29831 -3.21241 -0.111 0.049 -0.014
F 2.30017 0.42327 0.27350 -0.019 -0.045 -0.012
O -1.01274 -3.95585 1.33356 0.079 -0.022 0.011
O -1.94704 -0.64915 0.52356 -0.091 -0.065 0.057
O 0.04675 -2.18731 0.44304 -0.151 0.131 0.040
N 0.59710 -0.03359 2.35970 0.012 -0.018 0.045
N 0.88389 -0.14967 -1.90650 0.101 -0.008 0.049
C -1.54171 -1.56249 -2.70583 -0.011 -0.012 -0.012
C -0.52588 1.92297 0.77781 0.051 -0.086 0.017
C -2.24474 -1.94517 1.13405 -0.021 0.044 -0.027
C -3.41935 -2.58707 0.42015 -0.016 -0.021 -0.004
C 1.22769 -1.04661 4.42477 -0.008 0.029 0.037
C -0.88014 4.51927 1.88339 0.006 -0.028 -0.032
C -1.15281 1.33032 -3.45489 -0.032 0.013 -0.035
C -0.41890 3.48115 2.67459 -0.084 0.029 0.011
C 2.26308 -0.12233 -2.01905 -0.013 -0.048 0.069
C -0.97017 -2.80335 0.96101 -0.021 0.074 0.014
C -0.98770 3.00440 0.01923 0.003 -0.009 -0.061
C 1.08667 -1.06773 3.05391 -0.001 -0.010 -0.010
C 4.39744 0.21681 -0.80272 0.024 0.053 0.036
C 0.32012 1.16684 4.38523 -0.005 0.010 0.016
C -0.26903 2.20247 2.13636 0.108 -0.094 0.041
C 0.82118 0.09696 5.09959 0.006 -0.020 -0.015
C 0.23096 1.09476 2.99418 -0.014 0.038 -0.033
C 0.35125 -0.81565 -4.90869 0.136 -0.034 0.019
C -1.17529 4.27560 0.54919 0.009 -0.001 0.039
C 3.05304 -0.41412 -3.14702 -0.043 0.076 -0.041
C 5.13050 -0.06419 -1.94771 -0.006 0.005 -0.003
C 4.43917 -0.37946 -3.10782 -0.014 -0.001 -0.015
C 3.03359 0.17660 -0.89385 0.028 -0.022 -0.012
C -2.53342 -1.74179 2.61236 0.011 -0.033 0.010
H -3.59919 -3.56813 0.85647 -0.003 0.004 -0.001
H 4.98891 -0.61330 -4.01089 -0.007 -0.001 0.001
H -2.49040 0.04967 0.90911 0.041 0.010 -0.021
H 4.86380 0.46441 0.14166 -0.004 -0.012 -0.004
H -1.79156 1.27855 -4.34119 -0.004 0.025 0.016
H 6.21067 -0.04319 -1.92757 -0.002 0.001 0.007
H 1.62601 -1.90552 4.94475 -0.001 -0.002 -0.006
H 1.00537 -0.07381 -5.37041 -0.024 -0.009 -0.018
H -0.16353 3.68533 3.70678 -0.014 0.016 -0.002
H -1.79648 1.55984 -2.60238 0.005 0.007 -0.006
H 2.56774 -0.67897 -4.07113 0.024 -0.008 0.001
H -0.99529 5.51140 2.30038 0.000 -0.001 0.002
H -3.21218 -2.71658 -0.64064 0.005 0.006 0.002
H -2.22963 -1.73520 -3.53812 -0.005 -0.005 0.016
H -1.08164 -2.51569 -2.43541 -0.010 0.002 0.009
H -0.01151 2.05352 4.90338 -0.001 0.000 0.001
H -2.13846 -1.21632 -1.86138 -0.006 -0.011 0.002
H 1.35047 -1.94424 2.47484 -0.005 0.007 -0.013
H -1.53210 5.08072 -0.08200 0.000 0.001 -0.001
H -4.31634 -1.97488 0.53584 0.005 0.002 0.003
H -3.45372 -1.16709 2.74719 -0.003 -0.001 -0.008
H -2.66103 -2.71721 3.07876 -0.008 0.012 0.014
H -0.45554 2.16074 -3.58678 -0.004 -0.006 0.004
H -1.19169 2.86723 -1.03715 -0.001 0.009 0.004
H 0.86703 -1.77797 -4.89913 -0.016 0.005 -0.022
H 0.89029 0.15059 6.17859 -0.001 0.003 -0.002
H -1.71480 -1.22220 3.11168 0.006 0.000 -0.007
H -0.53111 -0.91827 -5.54552 -0.011 -0.001 0.006

---

70
Properties=species:S:1:pos:R:3:forces:R:3 method="wB97M-V/def2-TZVPD" lumo_ha=-0.191 total_charge=+2 e_tot_ha=-5342.9612 multiplicity=1 orbital_gap_ev=9.53
Pt -0.69747 1.79793 -1.48972 -0.199 -0.098 -0.048
As 2.36564 0.80423 2.99397 -0.002 0.087 -0.057
S 0.43096 -1.31338 1.75178 0.131 0.130 0.012
S 1.26870 3.02336 0.48507 -0.094 -0.016 0.468
S -0.00657 -1.10554 -3.07538 -0.337 -0.272 -0.283
O 1.48411 1.72515 4.12943 0.001 -0.028 -0.048
O 0.98953 1.81103 -0.38033 -0.061 -0.033 -0.195
O 0.91582 0.11284 2.03271 -0.065 -0.058 0.026
O -2.35305 1.81190 -2.65576 -0.042 0.076 0.033
O 0.20423 0.24236 -2.40558 0.549 0.316 0.214
O -0.67819 -1.25505 0.84708 -0.012 0.008 0.042
O -4.19295 3.04234 -3.03177 0.091 0.007 0.024
O 3.16204 -0.45805 3.58996 0.049 0.040 -0.013
O 1.08410 4.25228 -0.23800 -0.051 -0.005 -0.085
O 0.53375 2.91592 1.73496 0.149 -0.009 -0.077
N -1.58655 3.45754 -0.71542 0.019 -0.021 0.023
N -2.81118 3.64390 -1.39735 0.046 0.021 -0.007
C -4.43176 -1.97898 -3.39000 -0.020 0.012 0.016
C -1.74566 -1.43294 -3.16017 0.039 0.000 0.053
C 2.26548 -1.44994 -0.26912 0.029 0.019 -0.036
C 5.25501 3.31840 0.32243 0.021 0.012 -0.007
C 0.94374 -2.42806 4.19892 0.009 -0.007 0.006
C 1.96135 -2.28035 -1.51854 0.030 0.007 0.018
C -2.28186 -1.67761 -4.41666 0.015 -0.007 -0.012
C 0.51758 -3.07997 5.34285 0.003 0.004 -0.008
C 3.89437 3.52387 0.11293 -0.028 -0.037 0.023
C 2.97477 2.78831 0.83485 0.053 -0.066 0.104
C 4.76554 1.62772 1.96213 -0.046 0.001 0.010
C 1.82761 -2.13077 1.04254 -0.046 -0.021 0.034
C -0.82500 -3.39455 5.51242 -0.014 0.003 0.006
C 5.68676 2.37345 1.23335 0.035 -0.001 -0.001
C -2.53432 -1.43869 -2.01285 -0.001 0.000 0.016
C -1.36209 -2.41851 3.38547 0.007 -0.011 0.007
C -3.63845 -1.95760 -4.52668 0.027 -0.001 -0.001
C -4.54020 2.16008 -4.14135 -0.001 0.004 0.006
C 0.48225 -2.37172 -1.89484 -0.058 -0.104 -0.039
C -3.88442 -1.71302 -2.13673 -0.024 0.017 -0.005
C -0.01178 -2.10653 3.23619 -0.066 -0.019 0.004
C 3.40471 1.84121 1.77362 -0.023 0.070 -0.115
C -3.09604 2.78646 -2.39636 -0.075 -0.073 -0.015
C -1.76207 -3.06417 4.54172 0.003 -0.005 0.000
H -4.06773 -2.16955 -5.49632 0.001 0.003 -0.002
H 3.54388 4.25509 -0.60244 -0.001 -0.003 0.000
H 0.99205 2.43327 3.67390 -0.007 0.033 -0.035
H -2.09979 -1.23497 -1.04122 -0.028 0.009 -0.025
H -2.07262 -2.16492 2.61236 -0.003 0.004 -0.003
H -3.34592 4.48814 -1.25161 -0.007 -0.005 0.009
H 1.23830 -3.33747 6.10626 -0.001 -0.002 0.000
H -5.48040 2.54875 -4.51210 -0.001 -0.008 -0.002
H -0.18915 -2.34228 -1.03845 0.025 0.008 -0.017
H -1.75765 3.35108 0.28631 -0.017 0.004 -0.008
H -0.95512 4.25548 -0.84167 0.019 0.005 -0.021
H -4.64719 1.14400 -3.77236 -0.003 -0.021 0.002
H -4.51301 -1.73665 -1.25623 0.001 0.003 -0.007
H 5.97354 3.90295 -0.23556 0.002 0.003 0.003
H 2.33517 -3.29598 -1.37183 0.003 0.009 -0.002
H -1.14482 -3.90248 6.41238 0.000 -0.002 0.000
H 6.74403 2.21297 1.39340 0.000 -0.003 -0.003
H -3.76486 2.21704 -4.90004 -0.002 0.004 -0.004
H 5.10191 0.89095 2.68053 0.003 0.002 0.003
H -5.48527 -2.21189 -3.47572 0.006 0.003 0.002
H 1.51154 -3.16849 0.91220 0.006 -0.004 0.013
H 0.27643 -3.28717 -2.45845 0.009 0.012 0.021
H -2.80413 -3.31443 4.68294 0.000 0.000 -0.001
H 2.53535 -1.87551 -2.35573 -0.015 0.008 0.006
H 1.98197 -2.14819 4.08208 -0.034 -0.024 0.001
H 1.82190 -0.45557 -0.35679 0.014 0.014 -0.024
H 3.34371 -1.30012 -0.20979 -0.006 0.007 0.008
H -1.64875 -1.66354 -5.29509 0.004 0.005 0.000
H 2.59819 -2.09541 1.81728 -0.010 -0.005 -0.003